[1]
The following is a quantum chemistry calculation of a molecular structure, C28H27IrN8O3 in a non-equilibrium geometry, from OMol25.

Each line ends with the Mulliken charge.
CARTESIAN COORDINATES (ANGSTROEM)
C (1.92284, 2.13952, 5.43705)  -0.850
C (2.51104, 1.23945, -0.85969)  0.141
C (1.95951, -2.00792, 3.05153)  0.700
N (3.13503, 1.01597, 0.36850)  -0.075
C (-4.51377, 0.17241, 0.46395)  -0.373
H (-1.52344, -1.53117, 4.70690)  0.488
C (3.25672, 0.95324, 3.83441)  0.520
H (-0.04806, -3.38368, 5.40866)  0.445
H (-5.29109, 0.86913, 0.75469)  0.500
H (4.52200, 0.23951, 2.44541)  0.298
H (-0.54365, 4.10074, 1.51968)  0.534
N (-1.41009, 2.19787, 1.03946)  -0.174
N (1.48270, -0.04012, 1.62134)  -0.709
C (1.50333, 1.79577, -3.37813)  -1.023
H (6.80917, 0.45460, 5.78828)  0.429
C (1.51170, -2.87950, 4.04125)  -0.485
C (6.27437, -0.42038, 5.41880)  -0.947
H (1.09676, 2.01981, -4.35438)  0.425
H (-0.38078, 1.14266, -2.63161)  0.438
H (-0.76032, 0.03446, 2.94058)  0.494
C (-0.55906, -1.66213, 4.23647)  -1.194
C (0.66498, 1.30118, -2.39080)  -0.779
H (1.03978, 2.71078, 5.68727)  0.464
C (4.23550, 0.68626, 4.85989)  1.131
C (-3.91724, -1.88519, -0.32870)  -0.356
N (3.57100, 0.56774, 2.56957)  0.074
H (1.35112, 1.85778, 3.40316)  0.588
H (3.27469, -4.23376, 2.37741)  0.399
N (-2.67681, 3.87885, 1.47642)  0.106
C (3.35587, 1.79714, -1.85217)  0.808
H (4.69757, -3.30482, 1.86631)  0.286
C (1.13071, -0.92657, 2.66456)  0.961
O (5.25593, -0.04059, 4.47185)  -0.408
C (2.09051, 1.66012, 4.16569)  -0.387
C (2.68170, 0.47885, 1.49514)  0.580
O (3.12468, -2.14884, 2.39296)  -0.293
H (-1.80160, -2.20168, -0.62268)  0.470
H (6.96172, -1.06215, 4.87906)  0.279
H (-3.03563, 4.79872, 1.70002)  0.209
N (-2.20782, -0.31713, 0.15395)  -0.121
C (-3.17075, 0.54907, 0.52423)  0.591
H (4.79385, 1.04318, 6.90927)  0.530
C (-2.57539, -1.52164, -0.29333)  -0.224
C (1.16452, 1.01311, -1.13076)  0.250
N (-3.52627, 2.88245, 1.21485)  -0.556
H (6.08707, 2.12896, -2.89408)  0.335
C (-2.74299, 1.87359, 0.94532)  0.149
H (5.83950, -0.96612, 6.25613)  0.423
H (4.08662, 1.37566, 0.38048)  0.407
H (2.13251, -3.70925, 4.34977)  0.508
H (4.99048, 3.53656, -2.86848)  0.401
H (3.48042, 2.41083, -3.90826)  0.505
H (-4.22876, -2.86714, -0.66040)  0.416
C (2.91590, 1.92339, 6.42676)  -0.778
C (4.04714, 1.19901, 6.14427)  -0.628
H (6.18506, 3.30798, -1.57254)  0.276
H (2.78837, 2.34342, 7.41550)  0.441
C (2.84258, 2.04249, -3.11768)  -0.511
H (4.28379, -3.40748, 3.59366)  0.370
C (-0.12957, -0.79565, 3.25531)  -0.450
C (0.27490, -2.70092, 4.63490)  -0.882
C (5.51333, 2.80247, -2.25914)  -0.849
O (4.60106, 2.05348, -1.43751)  -0.417
C (3.88138, -3.35124, 2.58078)  -1.047
C (-1.41125, 3.48018, 1.36734)  -0.291
Ir (-0.16157, 0.46031, 0.33907)  0.888
N (-4.85534, -1.03399, 0.05769)  -0.452

Results
<S²> = 0.7708
total charge = +3
ΔE to the lowest compared entry with this formula, charge and spin = 192.62 kJ/mol
orbital gap (spin up / spin down) = 5.7 / 4.8 eV
2S+1 = 2

[2]
The following is a quantum chemistry calculation of a molecular structure, C36H51AlBBeBr4ClF3NO9S2 in a non-equilibrium geometry, from OMol25.

Each line ends with the Mulliken charge.
CARTESIAN COORDINATES (ANGSTROEM)
H (1.70290, -7.54114, 2.91714)  0.357
O (6.79194, 1.11558, 1.34248)  -0.426
H (5.04866, -3.30236, -3.68735)  0.347
H (5.40766, -1.39457, -5.60321)  0.327
C (-3.05588, 0.97588, -0.38841)  1.273
F (3.62327, -2.83165, 3.20133)  -0.671
H (0.74683, 2.07934, 0.55384)  0.087
H (-7.18143, -0.82762, -1.99995)  0.352
H (0.50569, -6.69838, 4.14086)  0.367
H (3.25964, 3.31366, 1.33537)  0.186
H (2.82607, -3.26730, -4.02577)  0.246
C (2.74170, -2.09459, -4.18556)  -0.582
C (0.98009, -5.36288, 2.34285)  -0.311
C (0.08855, -1.14419, -4.35572)  -0.926
B (10.11341, 3.97818, -0.42335)  0.569
H (-9.08183, -1.58321, 1.25032)  0.281
C (2.55947, -1.18474, 0.29306)  -0.395
C (7.87155, 3.90557, -0.14505)  0.693
H (-10.80162, -1.32558, 1.60808)  0.297
H (-1.30253, 1.88005, 2.31934)  -0.365
H (-0.10481, -4.87338, 2.26526)  0.258
C (-3.70828, 0.26524, 0.97629)  -1.163
Br (-0.93537, 6.69099, -3.06924)  -0.007
S (2.08742, 3.87679, 1.86387)  -0.271
H (5.92726, -0.11995, -4.30864)  0.284
H (-0.44903, 3.15510, 3.45237)  0.444
H (-9.55918, -0.72802, 2.72000)  0.372
C (-0.24357, 2.27026, 2.70345)  -0.012
H (3.54394, 2.75609, 4.09850)  0.229
H (1.18437, -3.35064, 1.38411)  -0.027
H (4.32458, 0.18622, -5.26278)  0.313
Br (-2.12873, 4.53223, -0.99553)  0.133
F (10.80538, 5.14084, -0.95760)  -0.380
C (8.20985, 3.16102, -1.32733)  0.681
H (0.02938, 5.78448, -0.95391)  0.317
C (1.36302, -0.56512, 1.25252)  0.599
O (6.95505, -0.29026, 3.33419)  -0.513
C (-3.06424, -0.18709, -1.54413)  -0.788
H (0.25911, -4.12092, -0.08706)  0.093
C (-9.22078, -0.52780, -1.40082)  -0.899
H (3.97139, -0.68963, -2.70444)  0.021
H (-7.33511, -0.14895, -0.39070)  -0.121
C (4.98312, -0.68104, -4.77661)  -1.218
C (-1.58438, -0.65152, -2.07524)  0.386
C (4.15296, -0.86587, 0.68969)  -0.517
H (-9.28471, -1.56887, -1.06348)  0.325
H (-3.31091, 0.74271, 1.97226)  0.232
O (6.74870, 4.07366, 0.30245)  -0.658
N (2.34776, -2.02600, -0.94282)  1.172
C (3.78747, 1.61448, 4.20287)  -1.033
H (3.48018, -3.76070, -0.29368)  0.117
H (-6.45640, 1.51756, -1.99738)  0.247
C (0.75187, -6.86318, 2.98465)  -0.910
C (0.55509, 2.89215, 1.40611)  0.161
C (1.74093, 0.37759, 2.53988)  0.123
H (0.23893, -1.13921, -5.52597)  0.210
C (-7.52472, 1.28313, -1.98661)  -1.083
C (6.16731, 0.31789, 2.24762)  0.119
C (2.38175, -3.50990, -0.67467)  -0.633
H (-3.68248, 0.22227, -2.47416)  0.236
S (-0.42085, -1.02687, 0.74617)  -0.071
C (-1.35726, -0.68921, -3.72264)  -0.912
H (3.21249, 1.23516, 5.16908)  0.312
C (1.16116, -1.58990, -1.76858)  -0.145
O (8.98455, 4.40209, 0.41195)  -0.408
H (-9.59339, -0.52345, -2.43292)  0.381
C (3.33899, 0.69698, 2.91107)  -0.068
C (-10.15276, 0.34185, -0.54900)  -0.716
H (5.02373, -1.33363, 0.02104)  0.293
C (-7.74978, -0.10362, -1.40355)  0.188
C (1.37061, -1.61937, -3.42347)  0.128
H (2.22342, -4.07304, -1.70122)  0.292
Be (5.78757, -1.86540, 1.86390)  0.424
H (-3.65155, -1.16533, -1.19980)  0.292
H (-8.02755, 2.05547, -1.39687)  0.296
O (-3.88011, 2.15596, -0.69143)  -0.582
C (-9.77176, 0.45640, 0.92917)  -0.270
Al (6.19878, -3.47373, 4.02274)  0.879
H (-10.20288, 1.35016, -0.97682)  0.301
H (-0.19795, 3.67213, 0.90613)  -0.148
H (2.69439, -1.87489, -5.35832)  0.320
H (-8.78228, 0.91049, 1.03642)  0.194
H (-3.37496, -0.87506, 0.95999)  0.261
C (4.12786, -1.44652, -3.59707)  0.629
H (-4.90003, 0.23517, 0.92485)  0.380
C (1.31078, -4.05322, 0.43871)  0.451
O (4.94167, -2.56429, -3.01622)  -0.557
O (1.66993, -5.39400, 1.01010)  -0.449
Br (-1.48119, 7.53002, -0.00615)  0.168
C (0.52526, 1.02060, 3.44504)  -0.641
H (-10.47788, 1.13963, 1.41675)  0.352
H (-11.16909, -0.06566, -0.62350)  0.388
H (-0.29859, 0.24146, 3.74963)  0.294
Cl (1.38693, -5.46261, 4.58530)  -0.308
C (-9.80583, -0.87498, 1.66383)  -1.190
H (1.70497, -4.71810, 3.03422)  0.535
H (0.97974, 1.44949, 4.46061)  0.200
H (-2.23849, -0.35890, -4.43159)  0.210
H (4.95041, 1.54003, 4.44997)  0.338
C (-0.98758, 6.09174, -1.21929)  -0.339
C (4.55040, 0.07730, 1.98496)  0.343
F (11.03278, 3.16177, 0.35388)  -0.386
O (9.53614, 3.18794, -1.51605)  -0.410
H (-1.95256, 1.26911, -0.12090)  -0.402
H (-0.20685, -7.34390, 2.51012)  0.344
H (-4.47906, 2.25527, 0.12219)  0.381
H (-7.89435, 1.33742, -3.01499)  0.322
Br (-1.03038, 10.29948, 0.18237)  -0.226
C (-0.30120, -1.08426, -1.15051)  0.460
O (7.42538, 2.58412, -2.06295)  -0.676

Results
total charge = 0
orbital gap = 0.9 eV